Record 1
{
  "formula": "C19H28NO4Ti",
  "method": "ωB97M-V with the def2-TZVPD basis set",
  "species": ["O", "C", "C", "H", "H", "C", "H", "H", "C", "H", "H", "H", "C", "H", "H", "H", "Ti", "C", "C", "C", "H", "C", "C", "H", "H", "H", "H", "C", "C", "C", "H", "C", "C", "H", "H", "H", "H", "O", "C", "C", "H", "H", "C", "H", "H", "C", "H", "H", "H", "H", "O", "N", "O"],
  "xyz": [[0.0715, 1.2501, -0.2303], [-0.4295, 1.8537, -1.6956], [0.5070, 3.0564, -1.7212], [-1.5283, 2.0574, -1.6337], [-0.2468, 1.0835, -2.4717], [1.0756, 2.4052, -0.4497], [-0.0088, 4.0260, -1.5123], [1.2150, 3.1505, -2.5786], [0.9388, 3.4480, 0.6032], [-0.0531, 3.8813, 0.6208], [1.5280, 4.3199, 0.3414], [1.2940, 3.1402, 1.5729], [2.4801, 1.9290, -0.7331], [2.5166, 1.3688, -1.6862], [2.8495, 1.4202, 0.1580], [3.1224, 2.8085, -0.8643], [-0.5661, 0.2027, 1.3240], [-0.4605, -2.2485, 2.4783], [-1.6325, -2.4644, 1.6588], [-1.2041, -3.2376, 0.5228], [-2.6277, -2.2745, 2.0737], [0.2082, -3.2450, 0.4999], [0.6775, -2.6570, 1.7088], [1.7138, -2.6269, 2.0646], [-0.5401, -2.2913, 3.5726], [-1.8413, -3.8211, -0.1455], [0.8331, -3.7798, -0.2593], [-0.5969, -0.2437, 4.0699], [0.7327, -0.1492, 3.5677], [0.8317, 1.1249, 2.8801], [1.5570, -0.8803, 3.6731], [-0.4459, 1.7928, 2.9229], [-1.3572, 0.8476, 3.5660], [-2.3692, 1.0827, 3.8632], [-1.0197, -0.9544, 4.7841], [1.7927, 1.5841, 2.5995], [-0.6984, 2.8294, 2.6156], [-0.1675, -1.5569, -1.5778], [1.1303, -1.3501, -2.1699], [0.9366, -1.3796, -3.6655], [1.7751, -2.1373, -1.7766], [1.4997, -0.3581, -1.8088], [-0.5471, -1.7383, -3.8520], [1.5749, -2.2068, -3.9189], [1.2876, -0.4625, -4.1304], [-1.1504, -1.1801, -2.5665], [-0.7416, -2.8230, -3.8549], [-0.8909, -1.3991, -4.8181], [-2.1393, -1.5443, -2.2882], [-1.3342, -0.0900, -2.6006], [-3.9300, -1.1221, -0.1319], [-3.3596, -0.7701, 0.8373], [-2.2625, 0.3289, 0.5618]],
  "orbital_gap_ev": [6.1, 6.2],
  "total_charge": 1,
  "relative_energy_kj_mol": 511.7,
  "e_homo_ev": [-10.27, -10.29]
}


Record 2
{
  "formula": "C2H2BrF3O",
  "method": "ωB97M-V with the def2-TZVPD basis set",
  "species": ["C", "C", "O", "F", "F", "F", "Br", "H", "H"],
  "xyz": [[-0.5526, -0.1152, 0.6462], [-0.1496, -0.3995, -0.8433], [1.1904, 1.3384, 1.1229], [-0.5886, -1.7178, -1.0716], [-0.7367, 0.3267, -1.7519], [1.1921, -0.4048, -1.1140], [-1.9875, 0.9282, 0.9895], [-0.2050, -0.7472, 1.3080], [1.8375, 0.7913, 0.7142]],
  "orbital_gap_ev": [8.3, 8.3],
  "total_charge": 0,
  "relative_energy_kj_mol": 363.8,
  "e_homo_ev": [-10.28, -10.28]
}


Record 3
{
  "formula": "C5H9NO2",
  "method": "ωB97M-V with the def2-TZVPD basis set",
  "species": ["C", "C", "C", "C", "N", "C", "O", "O", "H", "H", "H", "H", "H", "H", "H", "H", "H"],
  "xyz": [[-0.0751, -0.6033, -0.1573], [0.6343, -0.3606, -1.9080], [-1.0793, -1.6647, 0.1559], [-0.0359, 0.6462, 0.5772], [-1.2928, 1.0789, 1.1062], [1.0635, 1.4273, 0.7251], [1.0412, -1.1097, -0.8119], [2.2571, 1.2344, 0.1104], [2.3168, 0.3166, -0.1940], [-1.5736, 0.5411, 1.9175], [-1.2815, 2.0607, 1.3480], [1.3669, 0.3366, -2.2923], [-0.3173, -0.4464, -2.4145], [0.9969, 2.4050, 1.1826], [-0.6084, -2.6525, 0.1402], [-1.8627, -1.6738, -0.6103], [-1.5501, -1.5359, 1.1252]],
  "orbital_gap_ev": [7.7, 7.7],
  "total_charge": 0,
  "relative_energy_kj_mol": 441.9,
  "e_homo_ev": [-7.12, -7.12]
}


Record 4
{
  "formula": "C6H9BrN2O4S2",
  "method": "ωB97M-V with the def2-TZVPD basis set",
  "species": ["C", "C", "C", "C", "C", "C", "N", "N", "O", "O", "O", "O", "S", "S", "Br", "H", "H", "H", "H", "H", "H", "H", "H", "H"],
  "xyz": [[1.1607, 0.6817, -0.0389], [2.3687, 0.1861, -0.3164], [-1.8729, 1.4802, -0.1282], [-1.6204, 0.0339, -0.6796], [-0.7617, 2.5062, -0.5306], [-0.4609, -3.1106, 0.5604], [-0.4021, -0.6170, -0.3709], [3.5550, 0.9887, -0.3123], [3.3767, 2.0897, 0.1835], [4.5836, 0.5270, -0.7121], [-1.6139, -1.0315, 1.8667], [0.8040, -1.0272, 1.7942], [0.7485, 2.1953, 0.4496], [-0.4305, -1.3564, 1.1363], [2.5851, -1.5209, -1.0174], [-2.8298, 1.6310, -0.5331], [-2.0041, 1.4067, 0.9192], [-2.3924, -0.5547, -0.1280], [-1.7928, 0.0083, -1.8306], [-0.4797, 2.3457, -1.5907], [-1.1483, 3.4554, -0.1958], [-1.1688, -3.1954, -0.1784], [0.5548, -3.4080, 0.2101], [-0.7584, -3.7144, 1.4431]],
  "orbital_gap_ev": 7.8,
  "total_charge": 0,
  "relative_energy_kj_mol": 34.1,
  "e_homo_ev": -8.96
}


Record 5
{
  "formula": "Cl2CuFI2",
  "method": "ωB97M-V with the def2-TZVPD basis set",
  "species": ["Cu", "I", "I", "F", "Cl", "Cl"],
  "xyz": [[-0.1378, 0.1095, 0.1427], [-2.1411, -1.8828, 1.0104], [2.6119, -0.8140, -0.2748], [0.1758, 0.4222, 2.2015], [0.1095, 2.5570, -0.5578], [-0.6182, -0.3919, -2.5220]],
  "s2": 0.754,
  "orbital_gap_ev": [5.6, 5.5],
  "total_charge": -3,
  "spin_multiplicity": 2,
  "e_homo_ev": [1.60, 1.69]
}


Record 6
{
  "formula": "C37H33IIrN4PS",
  "method": "ωB97M-V with the def2-TZVPD basis set",
  "species": ["Ir", "N", "P", "C", "C", "C", "C", "C", "C", "C", "C", "C", "C", "C", "C", "C", "C", "C", "C", "C", "N", "H", "H", "H", "H", "H", "H", "H", "H", "H", "H", "H", "H", "H", "H", "H", "S", "C", "C", "C", "C", "C", "C", "N", "C", "C", "C", "C", "C", "C", "C", "H", "H", "H", "H", "H", "H", "H", "H", "I", "C", "H", "H", "C", "C", "C", "C", "C", "C", "N", "H", "H", "H", "H", "H", "H", "H", "H"],
  "xyz": [[0.1951, -0.6280, 0.0783], [-2.7835, -0.3846, 1.3109], [-1.8145, 0.5732, 0.3156], [-2.0858, 2.2260, 1.0150], [-1.0209, 3.1142, 1.1190], [-1.2261, 4.3946, 1.6172], [-2.4906, 4.7793, 2.0301], [-3.5606, 3.8973, 1.9165], [-3.3648, 2.6320, 1.3936], [-2.8113, 0.7652, -1.1983], [-3.7007, -0.2235, -1.6055], [-4.3826, -0.0907, -2.8069], [-4.1647, 1.0193, -3.6098], [-3.2666, 2.0010, -3.2109], [-2.5849, 1.8744, -2.0120], [-2.4180, -1.6627, 1.6895], [-3.2638, -2.4278, 2.4899], [-2.8797, -3.7108, 2.8257], [-1.6681, -4.2012, 2.3570], [-0.8830, -3.3783, 1.5838], [-1.2428, -2.1246, 1.2501], [-3.6115, -0.0072, 1.7418], [-0.0370, 2.8049, 0.7919], [-0.3981, 5.0884, 1.6768], [-2.6535, 5.7712, 2.4305], [-4.5529, 4.2034, 2.2203], [-4.2192, 1.9786, 1.2560], [-3.8517, -1.1000, -0.9864], [-5.0688, -0.8657, -3.1224], [-4.6843, 1.1132, -4.5544], [-3.0950, 2.8637, -3.8416], [-1.8696, 2.6313, -1.7109], [-4.2018, -2.0080, 2.8282], [-3.5244, -4.3235, 3.4418], [-1.3341, -5.2032, 2.5817], [0.0720, -3.7322, 1.2133], [4.6682, -1.1975, 1.0422], [3.7855, -0.7756, 2.4712], [4.2732, -0.3725, 3.7100], [3.3596, -0.0766, 4.7017], [1.9852, -0.1921, 4.4661], [1.5056, -0.5798, 3.2327], [2.4197, -0.8600, 2.2183], [2.1105, -1.2272, 0.9162], [3.1715, -1.4599, 0.1897], [3.1689, -1.8288, -1.2136], [4.3636, -1.8369, -1.9335], [4.3738, -2.0533, -3.2956], [3.1708, -2.2631, -3.9577], [1.9886, -2.2922, -3.2434], [1.9611, -2.1097, -1.8620], [5.3381, -0.2925, 3.8812], [3.7109, 0.2401, 5.6743], [1.2891, 0.0246, 5.2652], [0.4442, -0.6787, 3.0405], [5.2991, -1.6706, -1.4135], [5.3072, -2.0560, -3.8411], [3.1644, -2.4326, -5.0262], [1.0583, -2.5249, -3.7448], [1.0144, -5.7960, -0.4235], [0.7026, -2.3040, -1.1326], [0.8096, -2.9636, -0.2782], [-0.1196, -2.6144, -1.7700], [-0.0405, 0.2894, -3.2023], [0.7631, 1.2078, -2.3325], [1.4178, 2.3610, -2.7079], [2.0920, 2.8497, -1.5620], [1.8245, 1.9721, -0.5349], [2.3180, 2.0374, 0.8790], [1.0051, 0.9740, -1.0008], [-0.7200, 0.8495, -3.8438], [-0.6208, -0.4057, -2.5928], [0.6238, -0.2932, -3.8406], [1.3958, 2.7916, -3.6973], [2.7084, 3.7324, -1.4857], [2.2698, 3.0603, 1.2569], [3.3617, 1.7164, 0.9493], [1.7253, 1.3919, 1.5264]],
  "orbital_gap_ev": [4.8, 4.8],
  "total_charge": 0,
  "relative_energy_kj_mol": 158.3,
  "e_homo_ev": [-6.32, -6.32]
}


We obtain energy values of -1945.451553, -3026.123173, -401.008441, -4014.633515, -3256.106572, -2790.384752 Ha for the records listed above, in that order.
We obtain max |F| values of 0.086, 0.141, 0.040, 0.083, 0.024, 0.036 Eh/bohr for the records listed above, in that order.